{
  "formula": "C26H24F5NOP2Sc",
  "method": "ωB97M-V/def2-TZVPD",
  "relative_energy_kcal_mol": 15.0,
  "charge": 1,
  "homo_energy_ev": -10.69,
  "species": ["C", "H", "C", "C", "C", "H", "C", "H", "N", "H", "H", "H", "F", "H", "C", "H", "H", "C", "C", "F", "C", "Sc", "C", "C", "O", "H", "H", "C", "C", "C", "H", "C", "C", "C", "C", "C", "H", "P", "H", "F", "C", "H", "H", "C", "F", "C", "H", "H", "C", "H", "H", "H", "H", "P", "C", "H", "F", "C", "C", "H"],
  "xyz": [[1.37588, 2.16264, -3.06348], [5.11924, -2.32612, -2.95857], [2.43869, -0.33509, 2.05836], [-1.10882, -3.35367, 0.44707], [2.79723, 0.17671, -3.01245], [-2.07014, 3.81062, -2.21434], [-0.06462, 4.12240, -2.96238], [2.68014, -3.03343, 0.66316], [0.47601, 0.04209, -2.29707], [-1.25930, 3.27546, 0.47359], [-3.38464, -0.91780, 0.25526], [1.56882, -3.44525, 1.98680], [-1.12001, 2.81946, 5.52136], [0.74034, -3.77820, -1.76499], [1.80494, -1.95972, -2.21515], [-0.93347, -4.38707, 0.11662], [1.52756, 0.88922, 0.22306], [0.27967, 1.34511, -2.58601], [-2.09939, 0.64961, 5.64374], [-1.87411, -2.18269, 3.36613], [-2.28120, -0.61535, 5.08542], [0.39842, 0.01948, 1.27250], [4.04163, -0.48613, -3.16231], [-0.97610, 1.96401, -2.27323], [3.52871, -0.45949, 2.42400], [3.17067, -3.60887, -2.11088], [2.00044, 4.15329, -3.61263], [-1.27901, 1.57928, 5.01520], [1.16338, 3.55157, -3.25532], [-3.34861, 0.07877, 0.71617], [3.46622, 2.14783, -3.56890], [3.05121, -2.55549, -2.36948], [-2.07619, 1.11481, -1.65341], [-2.08620, 2.63324, 0.80570], [1.64989, -0.57496, -2.54977], [-0.77829, -0.05817, 3.24932], [-1.37191, -3.33839, 1.51047], [0.39410, -2.34895, 0.19143], [4.89551, 0.09586, -3.51488], [-2.72746, 0.96981, 6.79517], [-1.62754, -0.94485, 3.89836], [-3.05544, 1.57433, -1.83852], [-4.23873, 0.65758, 0.43781], [0.61680, -2.69365, -1.63409], [-3.09828, -1.51065, 5.67611], [1.68504, -3.43066, 0.89539], [-3.32346, -0.05222, 1.80497], [1.58325, -4.45009, 0.49848], [4.15877, -1.82879, -2.84663], [-3.03943, 3.04251, 0.44931], [-0.21011, 5.19213, -3.09972], [-1.94492, -2.91838, -0.11548], [-2.03474, 0.09512, -2.06995], [-1.83618, 0.93780, 0.17662], [-0.63839, 1.19862, 3.83262], [-0.30223, -2.34140, -2.12962], [0.15562, 2.13851, 3.18722], [-1.12000, 3.33364, -2.46403], [2.62069, 1.54643, -3.23864], [-2.07999, 2.61760, 1.90455]],
  "forces_ev_per_a": [[-0.38, -0.59, 0.26], [-0.19, 0.09, 0.01], [5.48, -0.58, 1.90], [-0.25, 0.19, 0.44], [-0.76, -0.09, 0.18], [0.23, -0.14, -0.09], [1.27, -0.09, -0.40], [-0.16, -0.14, -0.02], [-0.35, -0.32, -0.30], [-0.25, -0.14, 0.06], [-0.11, 0.26, 0.10], [0.08, -0.14, -0.18], [-0.16, -0.84, -0.21], [-0.17, 0.26, 0.18], [0.54, -0.37, 0.07], [-0.04, 0.33, 0.05], [0.67, 0.41, 0.10], [1.24, -0.25, 0.32], [-0.36, 0.10, 0.68], [0.21, 0.69, 0.34], [-0.27, -0.66, -0.15], [-2.07, 0.44, -0.08], [0.34, -0.82, 0.14], [-0.26, 0.51, 0.14], [-4.06, 0.48, -1.44], [-0.02, 0.23, -0.09], [-0.30, -0.06, 0.07], [0.41, 0.63, -0.33], [-0.68, 0.65, 0.13], [-0.05, -0.21, 0.07], [-0.10, -0.09, 0.06], [-1.28, 0.21, 0.25], [0.49, 0.10, -0.15], [0.17, 0.14, 0.14], [0.12, 1.30, 0.28], [0.36, 0.47, -0.04], [-0.03, -0.15, -0.26], [-0.02, -1.93, -1.37], [-0.18, -0.28, 0.09], [0.51, -0.24, -0.98], [0.01, 0.29, 0.17], [0.13, -0.19, 0.08], [0.18, -0.20, 0.02], [0.29, 0.72, -0.14], [0.49, 0.67, -0.24], [0.11, 0.14, 0.34], [-0.04, 0.06, -0.24], [0.05, 0.28, 0.13], [0.43, 1.16, -0.42], [0.18, -0.07, 0.08], [0.03, -0.25, 0.02], [0.20, -0.15, 0.08], [-0.15, 0.39, 0.08], [-0.59, 0.50, -0.50], [-0.47, -0.41, 0.43], [0.28, -0.26, 0.17], [-0.27, -0.71, 0.15], [-0.22, -1.24, 0.23], [-0.21, -0.10, -0.17], [-0.08, 0.02, -0.30]],
  "mulliken_charge": [1.051, 0.396, 0.549, -1.220, 1.030, 0.441, -0.816, 0.424, -0.278, 0.377, 0.302, 0.427, -0.284, 0.811, 0.110, 0.457, 0.133, -0.119, 0.743, -0.345, -0.157, -1.360, -0.942, 0.098, -0.201, 0.456, 0.442, 0.055, -0.916, -1.191, 0.452, -0.390, -1.028, -1.330, -0.158, -0.025, 0.339, 1.563, 0.448, -0.279, 0.556, 0.755, 0.458, -1.110, -0.287, -1.498, 0.283, 0.425, -0.816, 0.401, 0.392, 0.330, 0.372, 1.042, 0.499, 0.440, -0.417, -0.308, -0.940, 0.356]
}



{
  "formula": "C26H24IrN3O10PSTe",
  "method": "ωB97M-V/def2-TZVPD",
  "relative_energy_kcal_mol": 16.1,
  "charge": -1,
  "homo_energy_ev": [-4.78, -5.36],
  "spin_multiplicity": 5,
  "s2": 6.013,
  "species": ["H", "C", "C", "H", "N", "C", "H", "O", "O", "H", "O", "C", "C", "C", "C", "H", "C", "S", "H", "H", "Ir", "N", "C", "H", "C", "C", "H", "C", "C", "O", "N", "O", "C", "O", "H", "C", "O", "C", "Te", "H", "H", "C", "H", "H", "C", "H", "H", "C", "O", "H", "H", "C", "H", "O", "C", "C", "P", "C", "C", "C", "H", "H", "H", "C", "O", "H", "H"],
  "xyz": [[9.17186, 7.84131, 11.99608], [12.90456, 10.62271, 4.95372], [9.09463, 11.39565, 5.43236], [15.53698, 5.87234, 10.63278], [9.97102, 12.64692, 8.72582], [14.90089, 6.22920, 9.80583], [11.97512, 9.36426, 6.58972], [13.09965, 13.15238, 5.18475], [12.02445, 14.68466, 9.46907], [12.99400, 5.86788, 10.70254], [11.16666, 12.41731, 3.88668], [16.13105, 12.14268, 9.73741], [15.60782, 14.42191, 10.31750], [13.73269, 8.52865, 5.93363], [9.83910, 12.00123, 6.40294], [8.95736, 7.16251, 9.55725], [14.83354, 11.95454, 9.31302], [12.03898, 12.18374, 5.00862], [5.93053, 11.47171, 6.89934], [15.62234, 7.84994, 5.20742], [12.11952, 12.80969, 8.14126], [11.21536, 12.16187, 6.39006], [14.80917, 8.56954, 5.02261], [13.74918, 7.79817, 6.70953], [14.35222, 14.16804, 9.77811], [7.67612, 11.21773, 5.60995], [14.06822, 11.41886, 3.33712], [9.45753, 12.92452, 9.88708], [13.13559, 15.15997, 9.86397], [14.87973, 9.60863, 9.38412], [14.02622, 12.97471, 9.24523], [17.77930, 13.61867, 10.57102], [13.99882, 10.60934, 4.07946], [12.76425, 7.31318, 9.25576], [18.18905, 12.70047, 10.69326], [8.60179, 6.97828, 11.63696], [12.95879, 10.62760, 8.76794], [7.28726, 12.44133, 9.05430], [11.33348, 9.87469, 10.93516], [15.86191, 15.40490, 10.77446], [9.50453, 11.06702, 4.46914], [14.90147, 9.55420, 4.03945], [7.10262, 10.70038, 4.76120], [8.56618, 6.19969, 12.38292], [9.22663, 12.23591, 7.70116], [10.16782, 13.28590, 10.65097], [14.63393, 5.35279, 9.11851], [14.17282, 10.59493, 9.09868], [10.54823, 8.07502, 8.25538], [7.71253, 13.02202, 11.10619], [8.96066, 5.39188, 10.24988], [7.03382, 11.58991, 6.76572], [6.16798, 12.37056, 9.21367], [13.43497, 16.22366, 10.37088], [7.84101, 12.07002, 7.81608], [8.05769, 12.81811, 10.09632], [11.30739, 7.86678, 9.52193], [9.24171, 6.47436, 10.34719], [13.59079, 6.74119, 10.32161], [16.51275, 13.38498, 10.18926], [7.55096, 7.13893, 11.39960], [15.76459, 9.60240, 3.44963], [13.80259, 7.49364, 11.10395], [12.77822, 9.54438, 5.85816], [10.68876, 6.61579, 10.41025], [15.50663, 6.95195, 9.22316], [16.79769, 11.28757, 9.71022]],
  "forces_ev_per_a": [[-0.62, 0.05, 0.04], [0.78, -1.12, 0.30], [-1.85, -0.31, -0.79], [-0.43, 0.01, -0.22], [1.22, 0.23, 0.03], [0.17, -1.21, -1.82], [0.05, 0.99, -0.45], [0.02, -0.38, -0.14], [0.06, 0.21, -0.18], [0.61, 0.97, 0.08], [0.21, -0.63, -0.27], [-0.10, -0.90, -0.25], [-0.85, 0.75, -0.39], [1.20, 1.35, -1.97], [0.55, -1.25, 1.25], [-0.60, -0.72, -0.51], [0.44, -0.55, 0.03], [0.56, 1.20, 0.45], [1.15, 0.12, -0.08], [-0.37, 0.29, -0.52], [1.05, 0.08, 0.49], [-0.46, 0.35, 0.00], [-0.11, -0.50, 0.95], [-0.43, -0.34, 0.43], [-0.81, 0.04, -0.19], [-0.21, -0.70, -1.01], [0.19, -0.28, 0.53], [-0.26, 0.24, 0.53], [1.48, -0.99, 0.04], [-0.76, 0.66, -0.40], [-1.26, 1.49, 0.42], [1.59, -2.11, 0.70], [-0.67, 0.21, -1.07], [0.74, -0.09, 0.52], [-0.49, 2.04, -0.30], [0.11, -0.52, -0.43], [-0.85, -0.10, -0.18], [-2.25, -0.49, 0.50], [0.16, -0.43, -0.13], [-0.31, -1.00, -0.49], [-0.04, 0.30, 0.74], [-0.94, 0.08, 1.89], [0.87, 0.97, 1.36], [0.42, -0.20, 0.49], [-0.89, -0.27, -1.94], [-0.54, -0.28, -0.39], [0.78, 1.00, 0.83], [1.88, -0.89, 0.56], [0.75, 0.01, 1.03], [-0.34, 0.06, -0.33], [0.52, 1.05, -0.63], [-0.43, -0.48, -0.80], [1.39, 0.01, -0.37], [-0.64, 0.86, 0.18], [-0.56, 0.50, 0.62], [1.44, 0.38, 0.86], [-0.74, -0.85, -0.91], [0.29, 0.16, 0.88], [-0.77, -0.06, 0.60], [0.04, 0.30, 0.13], [-0.04, 0.71, 0.14], [0.95, 0.05, -1.07], [-0.59, -0.17, -0.34], [-0.83, -0.34, 0.68], [-0.02, 0.54, -0.27], [-0.64, -0.13, 0.39], [0.05, 0.06, 0.14]],
  "lowdin_spin": [0.025, 0.004, 0.012, 0.000, 0.090, 0.000, 0.000, 0.027, 0.111, 0.000, 0.010, -0.001, -0.001, 0.000, 0.008, 0.000, 0.019, 0.024, 0.001, 0.000, 2.350, 0.094, 0.000, 0.000, 0.016, 0.001, 0.000, 0.010, 0.011, 0.023, 0.062, 0.004, 0.001, 0.001, 0.000, 0.014, 0.202, -0.003, 0.746, 0.000, 0.001, 0.000, 0.000, 0.000, 0.009, 0.002, 0.000, 0.027, 0.006, 0.001, 0.001, 0.010, 0.000, 0.013, 0.002, 0.003, 0.036, 0.002, 0.000, 0.008, 0.000, 0.000, 0.000, 0.001, 0.019, 0.000, 0.000]
}